# 1
{"formula": "C7H13NO", "method": "ωB97M-V/def2-TZVPD", "symbols": ["C", "C", "C", "C", "C", "C", "N", "C", "O", "H", "H", "H", "H", "H", "H", "H", "H", "H", "H", "H", "H", "H"], "xyz": [[-0.6200, -0.4198, 0.9254], [0.1536, -0.9009, -1.8043], [-1.9371, -0.8843, 0.3019], [-0.8842, 0.7721, 1.8367], [0.1895, 0.2832, -0.8338], [1.6957, 0.4453, -0.3448], [2.5689, 1.1063, -1.1467], [1.5572, -0.1433, 0.7801], [-0.3657, 1.3683, -1.0944], [-0.2445, -1.2728, 1.4958], [3.3739, 1.5186, -0.6985], [2.0994, 1.7236, -1.7998], [1.7306, -0.3131, 1.8207], [0.5411, -1.8129, -1.3538], [-0.8728, -1.0635, -2.1248], [0.7623, -0.6481, -2.6748], [-1.8314, -1.8140, -0.2570], [-2.3631, -0.1122, -0.3423], [-2.6611, -1.0721, 1.1016], [-1.7071, 0.5559, 2.5260], [-1.1564, 1.6389, 1.2291], [-0.0289, 1.0448, 2.4576]], "mulliken_charge": [-0.01, -1.55, -1.50, -1.23, 1.12, 0.48, -0.51, -0.81, -0.70, 0.43, 0.25, 0.28, 0.48, 0.32, 0.40, 0.40, 0.31, 0.33, 0.47, 0.40, 0.28, 0.35], "de_lowest_kcal_mol": 123.2, "lumo_energy_ev": 0.1, "gap_ev": 8.353, "max_force_ev_per_a": 2.5, "total_charge": 0}

# 2
{"formula": "C23H16O5PrSb", "method": "ωB97M-V/def2-TZVPD", "symbols": ["O", "C", "Pr", "O", "C", "C", "O", "C", "O", "C", "O", "H", "C", "C", "C", "C", "C", "C", "Sb", "C", "C", "C", "C", "C", "C", "C", "C", "C", "C", "C", "C", "H", "H", "H", "H", "H", "H", "H", "H", "H", "H", "H", "H", "H", "H", "H"], "xyz": [[-3.5874, 5.1004, -3.6616], [-2.8415, 4.3871, -3.1539], [-1.4013, 2.2910, -2.3291], [-2.2509, 2.4074, -5.9122], [-2.2066, 2.4045, -4.7628], [0.4277, 0.8894, -3.2157], [1.2925, 0.3284, -3.7532], [0.6692, 3.5736, -1.2533], [1.6990, 3.4675, -0.6735], [0.6581, 3.4305, -3.6120], [1.7274, 3.8081, -3.8780], [0.0404, 4.5597, -1.3763], [-2.5329, -4.5681, 0.0284], [-3.1712, -3.4122, 0.5043], [-2.5243, -2.1655, 0.4547], [-1.2369, -2.0820, -0.0912], [-0.6058, -3.2178, -0.6096], [-1.2489, -4.4661, -0.5300], [-0.2663, -0.1222, -0.1312], [-0.6589, 0.7396, 1.8480], [-1.2374, 2.0129, 1.9311], [-1.3384, 2.6440, 3.1764], [-0.8897, 2.0069, 4.3434], [-0.3536, 0.7145, 4.2490], [-0.2320, 0.0765, 2.9999], [1.8082, -0.7969, 0.0956], [2.1494, -1.9167, 0.8597], [3.4904, -2.3298, 0.9273], [4.4732, -1.6245, 0.2100], [4.1189, -0.4903, -0.5395], [2.7846, -0.0653, -0.5870], [-3.0422, -5.5365, 0.0703], [-4.1822, -3.4730, 0.9149], [-3.0319, -1.2726, 0.8360], [0.3872, -3.1523, -1.0679], [-0.7474, -5.3555, -0.9176], [-1.6116, 2.5348, 1.0394], [-1.7660, 3.6464, 3.2303], [-0.9708, 2.5090, 5.3114], [-0.0129, 0.2050, 5.1507], [0.1888, -0.9333, 2.9457], [1.3688, -2.4601, 1.4028], [3.7313, -3.2089, 1.5321], [5.5042, -1.9790, 0.2496], [4.8863, 0.0581, -1.0941], [2.5434, 0.8329, -1.1611]], "mulliken_charge": [-0.09, 0.29, 0.78, -0.07, 0.27, 0.31, -0.12, -0.01, -0.23, 0.22, -0.13, 0.26, -0.54, -0.51, -0.66, 0.60, -0.42, -0.55, 1.13, 0.69, -0.30, -0.57, -0.60, -0.58, -0.26, 0.63, -0.30, -0.72, -0.57, -0.72, -0.33, 0.39, 0.39, 0.34, 0.43, 0.40, -0.04, 0.38, 0.40, 0.40, 0.26, 0.37, 0.40, 0.40, 0.41, 0.19], "lumo_energy_ev": [-8.9, -8.8], "gap_ev": [5.204, 5.348], "multiplicity": 3, "max_force_ev_per_a": 6.0, "s2": 2.1875, "total_charge": 2}

# 3
{"formula": "C4H2GdO2", "method": "ωB97M-V/def2-TZVPD", "symbols": ["O", "H", "C", "C", "C", "C", "O", "Gd", "H"], "xyz": [[-0.1577, -1.9297, 0.8943], [-0.7575, -2.3812, 1.4991], [-0.0667, -0.5246, 1.4653], [0.9479, -0.0074, 0.7305], [1.0054, -0.0211, -0.5714], [0.3625, 0.8749, -1.4576], [-0.5976, 1.5840, -1.0147], [-1.4123, 1.4026, 0.9553], [0.6760, 1.0025, -2.5008]], "mulliken_charge": [-0.31, 0.34, -0.07, -0.03, -0.04, 0.42, -0.59, 1.83, 0.46], "de_lowest_kcal_mol": 56.3, "lumo_energy_ev": [-11.1, -12.9], "gap_ev": [6.618, 6.672], "multiplicity": 9, "max_force_ev_per_a": 5.1, "s2": 20.4384, "total_charge": 2}

| no. | E (eV) |
| --- | --- |
| 1 | -11002.411 |
| 2 | -54932.987 |
| 3 | -29083.813 |